The following is a quantum chemistry calculation of C40H54N8TeZn as an isolated structure, from the OMol25 dataset.

Each line ends with the Mulliken charge.
Element x y z (Å)
Zn  -0.27438  0.30188  0.25092  -0.252
C  4.66987  -3.16613  1.74171  -1.149
C  3.44503  -3.24542  2.66022  -1.131
C  2.55480  -2.05106  2.51424  0.771
C  2.44484  -0.97983  3.34295  0.566
C  3.11410  -0.76416  4.66532  -1.205
C  2.28304  -1.31069  5.83154  -1.189
C  1.49582  -0.07064  2.72214  -0.181
C  1.01854  1.10866  3.29572  -0.523
C  0.12866  2.01418  2.72267  -0.072
C  -0.51909  3.12470  3.40469  0.554
C  -0.40730  3.44456  4.86429  -1.082
C  0.62715  4.53899  5.14538  -1.196
C  -1.27558  3.75931  2.47037  0.303
C  -1.08406  3.03348  1.22413  0.190
C  -1.64387  3.37208  -0.00630  -0.546
C  -1.63118  2.61346  -1.17481  0.096
N  -1.15864  1.34537  -1.27362  0.146
C  -1.45375  0.89652  -2.52058  -0.097
C  -1.21487  -0.39440  -2.98118  -0.867
C  -0.55234  -1.41946  -2.30195  0.087
N  0.02274  -1.28738  -1.07600  0.807
C  0.66450  -2.45276  -0.79696  0.268
C  1.44100  -2.67729  0.33746  -0.897
C  1.67343  -1.79395  1.38747  -0.682
N  1.06913  -0.58868  1.54393  0.448
C  0.48209  -3.38437  -1.89164  0.670
C  -0.27504  -2.74307  -2.82982  0.789
C  -0.77238  -3.26536  -4.14264  -1.298
C  -2.24851  -3.67355  -4.09281  -1.259
C  1.06890  -4.76037  -1.95015  -1.177
C  0.30879  -5.78785  -1.10411  -1.068
C  -2.12225  1.94659  -3.27406  0.621
C  -2.23184  3.01251  -2.43894  0.503
C  -2.77621  4.37318  -2.74029  -1.188
C  -1.67449  5.42595  -2.90240  -1.099
C  -2.53398  1.84879  -4.70945  -1.174
C  -1.37717  2.15226  -5.66742  -1.049
N  -0.23514  1.99752  1.41860  0.054
C  -2.25293  4.87331  2.68166  -0.971
C  -3.70304  4.37775  2.68420  -1.162
H  5.34169  -4.01077  1.90426  0.404
H  5.22671  -2.24661  1.93064  0.300
H  4.37183  -3.15755  0.69225  0.246
H  3.77435  -3.32831  3.69792  0.421
H  2.88057  -4.15637  2.44137  0.380
H  3.29604  0.30199  4.81569  0.440
H  4.09412  -1.24634  4.65766  0.475
H  1.26436  -0.92067  5.79377  0.302
H  2.71908  -1.03804  6.79404  0.382
H  2.22004  -2.39905  5.78096  0.324
H  1.35988  1.33054  4.29966  0.361
H  -0.14299  2.54175  5.41771  0.396
H  -1.38436  3.75849  5.23919  0.414
H  1.60068  4.26359  4.73606  0.305
H  0.74271  4.70966  6.21698  0.390
H  0.33029  5.48040  4.68017  0.322
H  -2.17222  4.31769  -0.05153  0.405
H  -1.56478  -0.62367  -3.98110  0.214
H  1.94671  -3.63429  0.39563  0.320
H  -0.17117  -4.12452  -4.44581  0.440
H  -0.63509  -2.50415  -4.91507  0.391
H  -2.38674  -4.54254  -3.44356  0.248
H  -2.62361  -3.93747  -5.08255  0.456
H  -2.86396  -2.86162  -3.70126  0.273
H  2.10871  -4.71702  -1.61588  0.376
H  1.09232  -5.10135  -2.98688  0.443
H  0.19772  -5.44527  -0.07325  0.201
H  0.82558  -6.74828  -1.09122  0.465
H  -0.68979  -5.96308  -1.51888  0.216
H  -3.45681  4.68121  -1.94111  0.393
H  -3.37022  4.32975  -3.65511  0.301
H  -1.13118  5.57057  -1.96777  0.263
H  -2.08976  6.38628  -3.21124  0.418
H  -0.95025  5.10804  -3.65447  0.264
H  -3.35715  2.53952  -4.90107  0.476
H  -2.91873  0.84637  -4.91413  0.339
H  -1.00465  3.16604  -5.51044  0.226
H  -1.68944  2.06072  -6.70914  0.404
H  -0.54557  1.46551  -5.49749  0.220
H  -2.12747  5.63303  1.90446  0.403
H  -2.03738  5.36471  3.63261  0.363
H  -3.97222  3.95322  1.71620  0.269
H  -4.39699  5.18866  2.91103  0.407
H  -3.83413  3.59392  3.43228  0.306
N  -2.01618  -3.39748  -0.27091  -0.091
C  -2.27166  -3.73023  1.00724  0.637
N  -2.35419  -5.03866  1.31803  -0.341
N  -2.45051  -2.85435  1.97672  -0.911
C  -2.27148  -1.61126  1.59044  0.919
N  -2.11006  -0.53750  1.18661  -0.568
H  -1.66743  -4.09110  -0.91154  -0.089
H  -1.73660  -2.44364  -0.46799  0.027
H  -2.39193  -5.74433  0.60719  0.226
H  -2.63568  -5.26891  2.25399  0.240
C  4.93035  0.94917  -1.73439  -1.063
Te  2.87503  0.48810  -1.44703  0.454
C  2.39512  0.62361  -3.51059  -0.670
H  5.02877  1.89090  -2.26993  0.289
H  5.41118  0.14509  -2.28579  0.318
H  5.39099  1.04295  -0.75267  0.299
H  2.84556  -0.20222  -4.05561  0.421
H  2.74759  1.57723  -3.89699  0.408
H  1.31007  0.57327  -3.59286  -0.227

- charge = 0
- HOMO-LUMO gap (eV) = 5.8
- total energy (Eh) = -4042.141465